[1]
ORCA calculation (the ωB97M-V functional and the def2-TZVPD basis) on a molecular structure, C21H28FIrN4O3SSi2 at a distorted geometry.

The geometry in ORCA input format:
```
! RIJCOSX wB97M-V def2-TZVPD def2/J DEFGRID3
* xyz 0 5
Ir -0.282 1.523 1.939
C -2.226 -2.860 0.007
Si -1.444 -1.117 0.126
C 0.053 -1.158 -1.059
C -2.716 0.195 -0.408
C -0.867 -0.582 1.877
C 0.441 -1.077 2.305
C 0.886 -2.400 2.323
C 2.149 -2.681 2.805
C 2.963 -1.639 3.240
C 2.464 -0.351 3.179
N 1.247 -0.085 2.728
Si -2.142 -0.723 3.340
C -1.282 -0.226 4.968
C -2.696 -2.538 3.556
C -3.664 0.367 2.998
H -2.511 -3.044 -1.024
H -3.122 -2.960 0.607
H -1.541 -3.649 0.303
H -0.273 -1.327 -2.081
H 0.750 -1.951 -0.808
H 0.598 -0.225 -1.048
H -2.644 0.401 -1.470
H -2.566 1.131 0.125
H -3.729 -0.134 -0.206
H 0.234 -3.181 1.965
H 2.498 -3.702 2.853
H 3.953 -1.828 3.623
H 3.054 0.496 3.503
H -0.504 -0.928 5.255
H -2.008 -0.188 5.774
H -0.833 0.758 4.892
H -1.861 -3.200 3.751
H -3.227 -2.920 2.695
H -3.371 -2.603 4.402
H -3.373 1.385 2.765
H -4.282 0.406 3.889
H -4.276 -0.007 2.186
O 1.331 3.724 -7.490
S 0.461 2.621 -7.150
O -0.693 2.929 -6.348
O 0.307 1.563 -8.112
C 1.656 1.840 -5.913
N 2.639 1.165 -6.418
C 3.498 0.685 -5.505
C 3.309 0.886 -4.155
C 2.183 1.630 -3.733
N 1.363 2.118 -4.699
C 1.782 1.856 -2.377
C 0.524 2.443 -2.108
C 0.085 2.550 -0.819
N 0.791 2.097 0.249
C 2.040 1.637 0.006
C 2.557 1.495 -1.254
H 4.334 0.125 -5.901
H 3.997 0.472 -3.437
H -0.068 2.790 -2.941
H -0.864 3.021 -0.595
H 2.627 1.374 0.876
H 3.554 1.108 -1.381
F -1.261 2.495 3.330
*
```

The HOMO energy (alpha / beta) comes out at -7.436 / -7.436 eV. The gap between HOMO and LUMO (alpha / beta) is 0.2087 / 0.1353 hartree. The calculation puts the electronic energy at -2443.0179 a.u. Its energy above the lowest of the compared OMol25 structures with the same formula, charge and spin is 68.9 kJ/mol.

---

[2]
ORCA calculation (the ωB97M-V functional and the def2-TZVPD basis) on a molecular structure, C21H28FeO8 at a distorted geometry.

The geometry in ORCA input format:
```
! RIJCOSX wB97M-V def2-TZVPD def2/J DEFGRID3
* xyz 0 5
C 0.786 1.787 5.594
C 0.196 0.868 4.528
C 0.052 1.560 3.175
C -0.657 0.714 2.105
C 0.100 -0.420 1.501
C -0.554 -1.706 1.247
O -0.032 -2.682 0.736
O -1.868 -1.658 1.582
C -2.545 -2.928 1.535
C -4.026 -2.663 1.447
C 1.564 -0.542 1.660
O 2.205 -1.492 2.056
O 2.169 0.633 1.313
C 3.598 0.507 1.239
C 4.143 1.857 0.854
H 0.743 1.299 6.569
H 1.836 2.008 5.378
H 0.237 2.732 5.647
H 0.827 -0.024 4.411
H -0.794 0.508 4.837
H -0.551 2.471 3.299
H 1.035 1.869 2.797
H -1.601 0.311 2.504
H -0.944 1.377 1.272
H -2.187 -3.485 0.664
H -2.293 -3.479 2.450
H -4.569 -3.611 1.469
H -4.369 -2.042 2.281
H -4.275 -2.158 0.506
H 3.972 0.184 2.220
H 3.849 -0.257 0.489
H 5.226 1.787 0.732
H 3.719 2.217 -0.091
H 3.937 2.592 1.640
C -1.406 -2.771 -4.625
O -0.671 -1.536 -4.665
C -0.419 -0.735 -3.570
C -1.367 0.128 -2.912
C -1.258 0.109 -1.392
C 0.150 0.259 -0.917
C 1.156 -0.067 -1.797
C 0.926 -0.444 -3.162
Fe -0.024 1.276 -4.041
C -1.082 2.622 -3.755
O -1.614 3.649 -3.643
C -0.268 1.236 -5.739
O -0.312 1.697 -6.808
C 1.408 2.292 -4.052
O 2.232 3.100 -3.978
H -1.528 -3.034 -5.681
H -0.816 -3.552 -4.122
H -2.388 -2.642 -4.142
H -2.386 0.182 -3.303
H -1.903 0.869 -0.927
H -1.664 -0.869 -1.053
H 0.355 0.959 -0.107
H 2.194 -0.051 -1.483
H 1.755 -0.810 -3.772
*
```

The HOMO energy (alpha / beta) comes out at -5.700 / -8.509 eV. The gap between HOMO and LUMO (alpha / beta) is 0.2261 / 0.2261 hartree. The calculation puts the electronic energy at -2682.3955 a.u.

---

[3]
ORCA calculation (the ωB97M-V functional and the def2-TZVPD basis) on 2 unconnected molecules or ions with the total composition C21H28N4O at a distorted geometry.

The geometry in ORCA input format:
```
! RIJCOSX wB97M-V def2-TZVPD def2/J DEFGRID3
* xyz 0 1
C 3.855 1.324 2.003
N 3.063 0.498 1.076
C 2.321 1.351 0.155
C 0.819 0.928 -0.009
C 0.743 0.044 -1.176
N 0.657 -0.694 -2.040
C 0.247 0.272 1.257
C -0.188 -1.135 1.061
C -1.672 -1.305 0.447
O -1.080 -1.611 1.885
C 0.010 2.223 -0.408
C 0.596 2.707 -1.662
N 1.144 3.113 -2.572
C -1.490 1.994 -0.645
C -2.403 2.306 0.519
C -1.990 2.972 1.669
C -2.867 3.266 2.709
C -4.200 2.911 2.618
C -4.628 2.233 1.483
C -3.760 1.918 0.445
C -4.254 1.168 -0.768
H 3.213 2.056 2.484
H 4.343 0.718 2.758
H 4.589 1.912 1.444
H 3.699 -0.095 0.563
H 2.786 1.292 -0.828
H 2.347 2.403 0.429
H -0.636 0.770 1.637
H 0.994 0.206 2.047
H 0.550 -1.832 0.702
H -1.215 -2.046 -0.281
H -2.517 -1.971 0.634
H 0.218 2.996 0.322
H -1.686 1.002 -1.029
H -1.787 2.679 -1.442
H -0.963 3.279 1.809
H -2.483 3.771 3.582
H -4.898 3.153 3.404
H -5.662 1.933 1.380
H -4.154 1.805 -1.644
H -5.279 0.851 -0.610
H -3.644 0.280 -0.890
C 2.432 -4.419 -3.449
C 2.386 -5.097 -2.083
C 1.763 -4.209 -1.001
C 2.563 -3.017 -0.737
N 3.177 -2.068 -0.540
H 3.064 -3.530 -3.431
H 2.838 -5.101 -4.196
H 1.434 -4.120 -3.772
H 3.393 -5.392 -1.785
H 1.795 -6.012 -2.156
H 1.663 -4.773 -0.072
H 0.756 -3.906 -1.298
*
```

The HOMO energy comes out at -8.891 eV. Its SMILES is CNC[C@@](C#N)(C[C@@H]1CO1)[C@@H](C#N)Cc1ccccc1C.CCCC#N. The gap between HOMO and LUMO is 0.3508 hartree. The calculation puts the electronic energy at -1111.0601 a.u. Its energy above the lowest of the compared OMol25 structures with the same formula, charge and spin is 669.8 kJ/mol.

---

[4]
ORCA calculation (the ωB97M-V functional and the def2-TZVPD basis) on C21H28N4O3S in the gas phase at a distorted geometry.

The geometry in ORCA input format:
```
! RIJCOSX wB97M-V def2-TZVPD def2/J DEFGRID3
* xyz 0 1
C -0.525 2.885 -2.632
C -1.317 1.929 -1.819
N -2.297 2.311 -1.026
N -2.799 1.201 -0.479
C -2.162 0.087 -0.884
C -2.533 -1.274 -0.438
C -1.180 0.519 -1.760
S -0.092 -0.531 -2.658
O -0.704 -1.820 -2.810
O 0.369 0.134 -3.846
N 1.214 -0.749 -1.590
C 2.038 -1.869 -2.062
C 3.531 -1.602 -1.894
C 3.789 -0.989 -0.523
C 3.070 0.370 -0.402
C 2.548 0.534 1.023
O 3.077 1.268 1.833
N 1.479 -0.237 1.301
C 0.904 -0.302 2.634
C 0.958 -1.732 3.178
C -0.228 -2.549 2.682
C -1.509 -1.947 3.248
C -1.618 -0.482 2.927
C -2.864 0.138 2.941
C -2.995 1.485 2.662
C -1.873 2.237 2.348
C -0.633 1.632 2.335
C -0.490 0.280 2.635
C 1.944 0.496 -1.436
H -1.175 3.671 -3.006
H -0.060 2.357 -3.460
H 0.250 3.352 -2.025
H -3.544 1.270 0.198
H -2.186 -1.443 0.580
H -3.615 -1.396 -0.453
H -2.076 -1.999 -1.106
H 1.806 -2.069 -3.113
H 1.740 -2.747 -1.480
H 3.886 -0.930 -2.675
H 4.068 -2.546 -1.995
H 4.858 -0.858 -0.356
H 3.415 -1.674 0.241
H 3.780 1.183 -0.573
H 1.057 -0.766 0.549
H 1.553 0.343 3.240
H 1.901 -2.190 2.877
H 0.936 -1.698 4.269
H -0.132 -3.588 3.004
H -0.258 -2.538 1.590
H -2.386 -2.477 2.869
H -1.509 -2.066 4.337
H -3.739 -0.451 3.180
H -3.970 1.952 2.695
H -1.968 3.286 2.116
H 0.251 2.209 2.107
H 2.348 0.825 -2.403
H 1.221 1.246 -1.108
*
```

The HOMO energy comes out at -9.176 eV. Its SMILES is Cc1n[nH]c(C)c1S(=O)(=O)N1CCC[C@H](C(=O)N[C@@H]2CCCc3ccccc32)C1. The gap between HOMO and LUMO is 0.3618 hartree. The calculation puts the electronic energy at -1659.9908 a.u. Its energy above the lowest of the compared OMol25 structures with the same formula, charge and spin is 207.1 kJ/mol.

---

[5]
ORCA calculation (the ωB97M-V functional and the def2-TZVPD basis) on C21H28N4O8S in the gas phase at a distorted geometry.

The geometry in ORCA input format:
```
! RIJCOSX wB97M-V def2-TZVPD def2/J DEFGRID3
* xyz 0 1
C -6.677 -2.055 -0.123
C -5.675 -2.253 1.005
O -4.363 -1.836 0.624
C -4.120 -0.512 0.714
O -4.921 0.305 1.102
N -2.848 -0.203 0.352
C -2.449 1.184 0.264
C -2.198 1.553 -1.204
N -1.210 0.650 -1.755
C 0.063 0.918 -2.100
O 0.828 0.049 -2.483
C 0.535 2.374 -2.010
N 0.738 2.794 -0.633
C 0.014 3.839 -0.149
O -0.837 4.407 -0.803
C 0.357 4.258 1.270
O 0.739 3.189 2.108
C 1.662 2.353 1.553
C 2.547 1.687 2.391
C 3.502 0.842 1.854
C 3.556 0.671 0.485
S 4.823 -0.387 -0.234
O 5.037 0.057 -1.577
O 5.924 -0.424 0.682
N 4.223 -1.927 -0.317
C 4.182 -2.723 0.886
C 2.791 -2.683 1.527
O 1.794 -3.051 0.599
C 1.796 -2.196 -0.525
C 3.148 -2.205 -1.241
C 2.672 1.309 -0.363
C 1.702 2.153 0.163
C -1.656 -0.730 -1.706
C -1.916 -1.130 -0.248
H -7.645 -2.444 0.180
H -6.778 -0.996 -0.344
H -6.348 -2.578 -1.018
H -5.568 -3.310 1.258
H -5.985 -1.686 1.888
H -3.251 1.794 0.682
H -1.535 1.331 0.851
H -1.901 2.595 -1.288
H -3.130 1.418 -1.765
H -0.188 3.062 -2.455
H 1.476 2.446 -2.562
H -0.521 4.719 1.726
H 1.162 5.009 1.218
H 2.474 1.858 3.452
H 4.224 0.341 2.478
H 4.945 -2.333 1.559
H 4.428 -3.756 0.618
H 2.722 -3.402 2.345
H 2.584 -1.672 1.912
H 1.015 -2.566 -1.190
H 1.551 -1.170 -0.212
H 3.171 -1.453 -2.027
H 3.323 -3.194 -1.679
H 2.766 1.126 -1.420
H -0.880 -1.355 -2.147
H -2.578 -0.824 -2.287
H -2.324 -2.137 -0.195
H -0.974 -1.097 0.313
*
```

The HOMO energy comes out at -8.874 eV. Its SMILES is CCOC(=O)N1CCN(C(=O)CN2C(=O)COc3ccc(S(=O)(=O)N4CCOCC4)cc32)CC1. The gap between HOMO and LUMO is 0.3434 hartree. The calculation puts the electronic energy at -2036.2026 a.u. Its energy above the lowest of the compared OMol25 structures with the same formula, charge and spin is 0.0 kJ/mol.

---

[6]
ORCA calculation (the ωB97M-V functional and the def2-TZVPD basis) on a molecular structure, C21H28N6NiO4.

The geometry in ORCA input format:
```
! RIJCOSX wB97M-V def2-TZVPD def2/J DEFGRID3
* xyz 2 3
Ni -0.180 -0.577 -0.215
O -0.250 5.364 -3.494
C -1.359 5.057 -2.685
C -1.116 3.737 -2.013
C -2.149 3.059 -1.375
C -1.870 1.855 -0.760
N -0.654 1.312 -0.756
C 0.353 1.949 -1.382
C 0.151 3.167 -2.007
C 1.649 1.236 -1.372
C 2.772 1.655 -2.059
C 3.921 0.871 -2.046
C 5.142 1.318 -2.799
O 5.132 2.728 -2.841
C 3.900 -0.326 -1.339
C 2.748 -0.672 -0.660
N 1.659 0.095 -0.660
H -0.416 6.178 -3.977
H -2.288 4.995 -3.262
H -1.505 5.811 -1.901
H -3.157 3.452 -1.368
H -2.654 1.295 -0.262
H 0.956 3.679 -2.513
H 2.785 2.582 -2.615
H 5.103 0.887 -3.808
H 6.036 0.928 -2.305
H 5.909 3.044 -3.313
H 4.763 -0.977 -1.324
H 2.704 -1.584 -0.077
N -0.167 -0.436 4.862
C -1.192 0.368 4.116
C -0.685 0.656 2.705
N -0.349 -0.579 1.990
C 0.684 -1.320 2.722
C 0.203 -1.689 4.122
H -0.516 -0.671 5.792
H 0.672 0.134 4.996
H -1.389 1.287 4.665
H -2.106 -0.225 4.079
H 0.204 1.293 2.741
H -1.454 1.202 2.163
H -1.174 -1.200 1.965
H 1.594 -0.713 2.769
H 0.920 -2.242 2.191
H 0.965 -2.222 4.687
H -0.690 -2.311 4.050
C -3.493 -4.984 0.870
N -2.678 -4.106 0.032
C -2.546 -4.323 -1.308
C -1.815 -3.525 -2.124
C -1.186 -2.402 -1.517
O -0.470 -1.521 -2.069
N -1.345 -2.215 -0.177
C -2.054 -3.027 0.634
O -2.140 -2.823 1.852
H -3.900 -5.782 0.258
H -4.306 -4.422 1.325
H -2.890 -5.411 1.669
H -3.067 -5.187 -1.694
H -1.717 -3.723 -3.179
*
```

The HOMO energy (alpha / beta) comes out at -13.829 / -13.823 eV. The gap between HOMO and LUMO (alpha / beta) is 0.3133 / 0.3139 hartree. The calculation puts the electronic energy at -2954.4394 a.u. Its energy above the lowest of the compared OMol25 structures with the same formula, charge and spin is 0.0 kJ/mol.

---

[7]
ORCA calculation (the ωB97M-V functional and the def2-TZVPD basis) on a molecular structure, C21H28NOYb at a distorted geometry.

The geometry in ORCA input format:
```
! RIJCOSX wB97M-V def2-TZVPD def2/J DEFGRID3
* xyz -2 2
Yb 0.114 0.150 0.169
C -1.738 -0.490 1.982
C -2.061 0.833 1.530
C -2.466 0.721 0.164
H -2.065 1.733 2.135
C -2.375 -0.642 -0.228
C -1.928 -1.391 0.896
H -1.799 -2.475 0.940
H -1.472 -0.751 3.006
H -2.858 1.546 -0.445
H -2.655 -1.048 -1.205
C 2.467 -1.071 0.044
C 1.522 -2.131 0.164
C 0.711 -2.164 -0.995
H 1.485 -2.848 1.003
C 1.158 -1.127 -1.866
C 2.232 -0.444 -1.230
H 2.826 0.373 -1.651
H 3.250 -0.821 0.739
H -0.085 -2.873 -1.210
H 0.796 -0.943 -2.882
O 0.137 1.874 -0.632
C -0.563 2.319 -3.545
C -0.714 3.515 -2.569
C -1.564 1.195 -3.323
C 0.902 1.940 -3.778
C -0.252 3.130 -1.074
H -1.784 3.834 -2.569
H -0.082 4.349 -2.974
H 0.595 3.783 -0.788
H -1.073 3.363 -0.371
H -1.920 1.391 -4.338
H -2.386 1.360 -2.606
H -1.241 0.137 -3.259
H 0.877 2.527 -4.699
H 1.048 0.881 -4.029
H 1.750 2.280 -3.145
C 1.769 2.766 1.551
C 1.825 1.672 2.547
C 2.474 1.723 3.824
C 2.261 0.459 4.397
C 1.507 -0.307 3.476
C 1.080 -1.709 3.684
N 1.250 0.446 2.361
H 0.738 3.144 1.435
H 2.142 2.437 0.565
H 2.393 3.600 1.890
H 2.999 2.580 4.205
H 2.605 0.095 5.375
H 1.958 -2.368 3.740
H 0.544 -1.792 4.640
H 0.425 -2.061 2.880
*
```

The HOMO energy (alpha / beta) comes out at 2.146 / 2.147 eV. The gap between HOMO and LUMO (alpha / beta) is 0.1002 / 0.1002 hartree. The calculation puts the electronic energy at -2105.5699 a.u.

---

[8]
ORCA calculation (the ωB97M-V functional and the def2-TZVPD basis) on C21H28O3 in the gas phase.

The geometry in ORCA input format:
```
! RIJCOSX wB97M-V def2-TZVPD def2/J DEFGRID3
* xyz 0 1
C 4.556 2.703 -4.459
C 4.072 1.604 -5.028
C 3.508 0.500 -4.285
C 3.013 -0.594 -4.860
C 2.423 -1.779 -4.155
C 2.268 -1.613 -2.678
C 1.451 -0.786 -2.009
C 0.448 0.164 -2.552
C 1.650 -0.896 -0.514
O 0.421 -1.139 0.172
C -0.196 -0.078 0.725
O 0.245 1.046 0.674
C -1.438 -0.497 1.391
C -1.967 0.352 2.539
C -2.436 -0.301 3.772
C -2.584 0.312 4.944
C -3.057 -0.424 6.160
C -2.294 1.774 5.141
C -2.728 0.297 1.244
C -2.741 1.531 0.373
C -4.010 -0.500 1.163
C 2.614 -2.067 -0.337
C 3.072 -2.416 -1.744
O 3.931 -3.214 -2.032
H 4.972 3.511 -5.036
H 4.554 2.831 -3.388
H 4.086 1.498 -6.105
H 3.502 0.602 -3.208
H 3.035 -0.686 -5.939
H 1.454 -2.011 -4.610
H 3.078 -2.641 -4.324
H 0.538 1.128 -2.052
H -0.556 -0.212 -2.352
H 0.573 0.296 -3.622
H 2.061 0.048 -0.128
H -1.537 -1.573 1.464
H -1.410 1.268 2.694
H -2.669 -1.354 3.695
H -2.316 -0.347 6.955
H -3.231 -1.475 5.945
H -3.984 0.016 6.528
H -1.236 1.980 4.982
H -2.861 2.380 4.437
H -2.553 2.082 6.150
H -3.519 2.213 0.713
H -2.950 1.265 -0.662
H -1.786 2.046 0.412
H -4.840 0.098 1.538
H -3.955 -1.412 1.749
H -4.222 -0.766 0.128
H 3.463 -1.842 0.307
H 2.085 -2.922 0.087
*
```

The HOMO energy comes out at -8.659 eV. Its SMILES is C=C/C=C/CC1=C(C)[C@@H](OC(=O)[C@H]2[C@H](C=C(C)C)C2(C)C)CC1=O. The gap between HOMO and LUMO is 0.3408 hartree. The calculation puts the electronic energy at -1042.6699 a.u. Its energy above the lowest of the compared OMol25 structures with the same formula, charge and spin is 0.0 kJ/mol.